Record 1
The following is a quantum chemistry calculation of the molecule C6H9N, from the Open Molecules 2025 dataset.

Structure (XYZ):
```
16
C6H9N | the Open Molecules 2025 dataset | ωB97M-V with the def2-TZVPD basis set
C -1.8773 1.2015 0.7466
C -1.0293 0.1824 -0.0004
C 0.1793 0.6512 -0.7345
C 1.2232 -0.2959 -0.5944
C 2.3912 -0.6282 -1.2405
C 0.7943 -1.0910 0.5333
N -0.4277 -0.8317 0.8981
H -1.3121 1.6763 1.5534
H -2.1820 1.9781 0.0385
H -2.7934 0.7506 1.1502
H 0.1178 1.4045 -1.5089
H -1.7148 -0.4205 -0.6317
H 3.0389 -1.4118 -0.8613
H 2.6844 -0.1369 -2.1612
H 1.3707 -1.8695 1.0288
H -0.9264 -1.3091 1.6353
```

Output
HOMO level (spin up / spin down), eV: -5.90 / -5.90
E_LUMO (spin up / spin down), eV: 0.28 / 0.41
Relative energy (zero: lowest compared OMol25 entry of this formula, charge and spin), eV: 3.094
Frontier orbital gap (spin up / spin down), eV: 6.17 / 6.32
DFT total energy, a.u.: -288.668321
Net charge: 0
2S+1: 1

---

Record 2
The following is a quantum chemistry calculation of a structure of composition C24H19BaClN2O2P at a distorted geometry, from the Open Molecules 2025 dataset.

Structure (XYZ):
```
50
C24H19BaClN2O2P | the Open Molecules 2025 dataset | ωB97M-V with the def2-TZVPD basis set
Ba -0.9231 1.8125 -0.0215
Cl -7.7519 -0.5393 -2.4047
C -6.2269 0.1964 -2.0460
C -5.9047 1.4366 -2.6261
C -4.7016 2.0326 -2.3615
C -3.7465 1.4428 -1.4990
O -2.6080 2.0155 -1.2653
C -4.0972 0.1884 -0.9048
C -3.2512 -0.4786 0.0231
O -2.1603 -0.0838 0.4763
C -5.3424 -0.4122 -1.2082
H -6.6192 1.9101 -3.2861
H -4.4390 2.9839 -2.8068
H -3.6264 -1.4494 0.3814
H -5.5851 -1.3663 -0.7556
N 2.2028 0.0222 -0.5666
P 1.5448 0.6624 0.8807
C 3.0838 0.8357 1.8336
C 3.5516 2.0873 2.2179
C 4.7394 2.1942 2.9281
C 5.4575 1.0538 3.2544
C 4.9960 -0.1996 2.8724
C 3.8089 -0.3114 2.1688
C 0.7608 -0.7852 1.6540
C 0.3535 -1.8854 0.9076
C -0.3357 -2.9190 1.5249
C -0.6327 -2.8499 2.8778
C -0.2355 -1.7471 3.6235
C 0.4574 -0.7146 3.0140
C 1.6585 0.1241 -1.8303
C 2.4228 -0.2668 -2.9383
C 1.8508 -0.2217 -4.1876
C 0.5337 0.2158 -4.3215
C -0.1387 0.6067 -3.1882
N 0.4045 0.5710 -1.9575
H 3.1776 -0.2361 -0.5478
H 2.9934 2.9792 1.9590
H 5.1017 3.1684 3.2280
H 6.3793 1.1404 3.8144
H 5.5553 -1.0888 3.1327
H 3.4306 -1.2883 1.8894
H 0.5833 -1.9419 -0.1493
H -0.6411 -3.7816 0.9464
H -1.1656 -3.6606 3.3570
H -0.4587 -1.6977 4.6813
H 0.7867 0.1401 3.5964
H 3.4428 -0.5978 -2.7929
H 2.4219 -0.5254 -5.0546
H 0.0511 0.2576 -5.2867
H -1.1590 0.9707 -3.2361
```

Output
HOMO level, eV: -10.80
E_LUMO, eV: -3.02
Relative energy (zero: lowest compared OMol25 entry of this formula, charge and spin), eV: 0.000
Frontier orbital gap, eV: 7.78
DFT total energy, a.u.: -2012.873562
Net charge: +1
2S+1: 1

---

Record 3
The following is a quantum chemistry calculation of a cluster of 6 separate species, H12O6 in total at a distorted geometry, from the Open Molecules 2025 dataset.

Structure (XYZ):
```
18
H12O6 | the Open Molecules 2025 dataset | ωB97M-V with the def2-TZVPD basis set
O -5.8748 2.9326 2.5219
H -6.1755 3.4557 3.2654
H -5.3124 2.2037 2.8075
O -0.8648 -4.9331 -1.8464
H -0.0984 -4.4153 -2.1315
H -1.4185 -4.2086 -1.5257
O -3.4773 1.7277 3.7724
H -2.9909 1.8419 2.9481
H -2.8714 1.1955 4.3061
O 3.1877 -0.9589 -1.8939
H 2.3086 -1.1942 -2.2004
H 3.0586 -0.1782 -1.3465
O 1.1761 0.8029 -0.3408
H 1.5773 1.0000 0.5163
H 0.2419 0.8247 -0.0646
O 5.9917 -0.1181 -3.2690
H 6.4603 0.2808 -2.5337
H 5.0820 -0.2591 -2.9851
```

Output
HOMO level, eV: -11.03
E_LUMO, eV: -0.36
Relative energy (zero: lowest compared OMol25 entry of this formula, charge and spin), eV: 1.668
Frontier orbital gap, eV: 10.67
DFT total energy, a.u.: -458.611181
Net charge: 0
SMILES: O.O.O.O.O.O
2S+1: 1

---

Record 4
The following is a quantum chemistry calculation of a cluster of 2 separate species, C2H10N4 in total at a distorted geometry, from the Open Molecules 2025 dataset.

Structure (XYZ):
```
16
C2H10N4 | the Open Molecules 2025 dataset | ωB97M-V with the def2-TZVPD basis set
C 0.3395 -2.2910 -1.4717
C -0.3672 -1.2912 -0.5827
N 0.9786 3.4013 0.1144
N -0.4346 0.7402 1.9481
N 0.5763 2.4195 0.7440
N -0.4692 1.8156 0.9888
H 1.2496 -2.6040 -0.9655
H -0.3053 -3.1582 -1.5957
H 0.6431 -2.1482 -2.5428
H -0.0318 -0.3112 -0.5987
H -1.4551 -1.2791 -0.9677
H 0.1068 3.8587 -0.2005
H -0.4730 -1.7371 0.3438
H -0.2491 -0.0561 1.4260
H -1.4683 0.6431 2.1321
H 1.3599 1.9979 1.2282
```

Output
HOMO level, eV: -8.68
E_LUMO, eV: 0.97
Relative energy (zero: lowest compared OMol25 entry of this formula, charge and spin), eV: 4.662
Frontier orbital gap, eV: 9.65
DFT total energy, a.u.: -301.056831
Net charge: 0
2S+1: 1

---

Record 5
The following is a quantum chemistry calculation of a structure of composition C18H28NTi at a distorted geometry, from the Open Molecules 2025 dataset.

Structure (XYZ):
```
48
C18H28NTi | the Open Molecules 2025 dataset | ωB97M-V with the def2-TZVPD basis set
C 1.0557 1.7836 -1.4598
H 2.1094 2.0766 -1.1404
H 1.1817 1.5249 -2.5180
H 1.8374 0.3068 1.4226
C 0.1001 2.9467 -1.2605
H -0.9712 2.6545 -1.5185
H 0.1090 3.1440 -0.1611
C 0.5772 4.1829 -2.0409
H -0.2181 4.9321 -2.1236
H 1.4478 4.6039 -1.4914
H 0.9194 3.8701 -3.0498
C -0.7523 -1.6268 -0.0295
C -1.3712 -0.7334 -0.9466
C -0.4654 -0.4773 -1.9998
C 0.8019 -1.0614 -1.6602
C 0.6259 -1.7753 -0.4128
C 1.5736 -2.7902 0.1047
C 1.9711 -1.2342 -2.5608
C -0.8148 0.1745 -3.2940
C -2.7969 -0.3373 -0.9230
C -1.4499 -2.4264 1.0045
Ti 1.0021 0.4517 0.0540
H 2.8418 -1.6034 -2.0020
H 1.7793 -1.9544 -3.3797
H 2.2703 -0.2897 -3.0329
H 2.6011 -2.5301 -0.1755
H 1.5245 -2.8423 1.2011
H 1.3826 -3.8107 -0.2755
H -2.3648 -1.9157 1.3405
H -1.7606 -3.4233 0.6466
H -0.8090 -2.5914 1.8833
H -2.9580 0.5807 -1.5090
H -3.4739 -1.1089 -1.3375
H -3.1289 -0.1333 0.1093
H -0.0872 0.9299 -3.6236
H -0.8793 -0.5443 -4.1312
H -1.7767 0.7054 -3.2265
C -0.5999 0.7216 4.6937
C -1.2489 1.5248 3.7648
C -1.0886 1.2752 2.3889
N -0.2413 0.3074 1.9770
C 0.3545 -0.5171 2.8802
C 0.2106 -0.3153 4.2621
H -0.7244 0.8957 5.7691
H -1.8435 2.3911 4.0679
H -1.5398 1.8886 1.5997
H 1.1063 -1.2108 2.4888
H 0.7871 -0.9654 4.9422
```

Output
HOMO level (spin up / spin down), eV: -16.09 / -16.00
E_LUMO (spin up / spin down), eV: -7.90 / -10.03
Relative energy (zero: lowest compared OMol25 entry of this formula, charge and spin), eV: 0.118
Frontier orbital gap (spin up / spin down), eV: 8.19 / 5.97
DFT total energy, a.u.: -1606.183934
Net charge: +2
2S+1: 2

---

Record 6
The following is a quantum chemistry calculation of a cluster of 2 separate species, C3H9NO3 in total at a distorted geometry, from the Open Molecules 2025 dataset.

Structure (XYZ):
```
16
C3H9NO3 | the Open Molecules 2025 dataset | ωB97M-V with the def2-TZVPD basis set
C 0.4018 0.0630 -1.6345
C -0.3435 -0.7369 -0.5625
N 0.4978 -1.6375 0.1856
C -1.2658 0.2472 0.1908
O -2.2018 0.7601 -0.4312
O -0.5215 0.7641 1.1495
H -0.3068 0.5204 -2.3995
H 0.9490 1.0045 -1.4184
H 0.9039 -0.7182 -2.2244
H -1.0595 -1.3877 -1.1581
H 0.0581 -2.0361 1.0089
H 0.8841 -2.4640 -0.3875
H 0.3605 0.2814 1.3425
O 2.3575 0.6774 1.1409
H 2.4707 1.3204 0.4181
H 2.4269 -0.1105 0.6836
```

Output
HOMO level, eV: -10.03
E_LUMO, eV: 0.54
Relative energy (zero: lowest compared OMol25 entry of this formula, charge and spin), eV: 1.845
Frontier orbital gap, eV: 10.57
DFT total energy, a.u.: -400.153693
Net charge: 0
SMILES: C[C@@H](N)C(=O)O.O
2S+1: 1